Record 1
Formula: C26H25ClIrN2OS8
Source: the Open Molecules 2025 dataset
Level of theory: the ωB97M-V functional and the def2-TZVPD basis

ORCA input file:
```
! RIJCOSX wB97M-V def2-TZVPD def2/J DEFGRID3
* xyz 2 6
H 1.377 1.420 -4.420
C -5.971 -0.290 -0.176
C -1.393 0.355 2.581
H 0.551 3.091 3.287
C -3.910 -4.884 0.458
C -0.379 1.366 2.425
C -3.634 1.968 -1.582
C -4.193 -2.214 -0.148
H 5.575 -0.004 -2.001
C -1.781 1.188 4.840
Ir -0.795 0.364 -0.432
H -0.758 2.992 5.358
C -2.014 0.220 3.868
C -0.916 2.238 4.601
H -4.961 -4.711 0.673
H -0.752 4.181 -0.581
C -3.033 -1.815 3.106
H -1.512 3.156 -3.378
C 4.870 1.465 -0.593
H 0.751 -0.728 -3.018
C -0.787 3.404 -2.607
H -3.811 -5.848 -0.035
S -5.652 -1.790 -1.005
C 3.541 -0.333 -1.442
H -2.058 -2.415 1.298
S -1.430 -1.010 -3.964
H 1.985 2.341 1.956
S -2.335 2.461 -0.412
S -3.308 -3.630 -0.712
C 4.730 0.328 -1.415
C 2.582 1.274 0.185
H -3.605 -2.720 3.259
C -1.469 3.783 -1.300
C 0.240 -0.322 -3.893
O 1.310 -0.498 -0.817
H -0.212 4.261 -2.960
H 0.704 -0.782 -4.771
C 0.402 1.188 -3.991
C -2.820 -0.949 4.101
C 3.805 1.902 0.214
C -0.180 2.302 3.404
S -4.868 -0.031 1.162
H -4.068 2.884 -1.990
H -4.145 0.701 -3.220
N 0.418 1.185 1.270
S -7.212 0.703 -0.505
S -2.343 -0.470 -2.198
H -0.356 1.640 -4.633
H -2.614 1.532 -3.462
H -3.210 -1.123 5.093
H -2.198 4.573 -1.488
C 2.397 0.122 -0.687
N -1.701 -0.401 1.543
C -3.819 -1.383 0.838
H 3.397 -1.217 -2.049
C -3.238 1.043 -2.720
C -2.590 -1.541 1.705
H -2.284 1.106 5.794
C 1.600 1.671 1.186
H -4.405 1.516 -0.960
H -3.326 -4.885 1.375
H 3.977 2.739 0.878
Cl 6.345 2.292 -0.541
S 0.340 2.006 -2.360
*
```

Summary:
* relative energy (zero: lowest compared OMol25 entry of this formula, charge and spin): 24.7 kcal per mole
* E: -134421.9504 eV
* frontier orbital gap (spin up / spin down): 6.52 / 4.42 eV
* molecular weight: 865.7 g mol⁻¹
* lowest unoccupied orbital energy (spin up / spin down): -6.2 / -8.4 eV
* HOMO (spin up / spin down): -0.46716 / -0.47158 hartree

Atomic partial charges in e from the natural (NBO) method, atoms 1 to 8:
1. H 0.248
2. C -0.607
3. C 0.167
4. H 0.229
5. C -0.729
6. C 0.175
7. C -0.568
8. C -0.369



Record 2
Formula: C26H25CoIN3O4S2
Source: the Open Molecules 2025 dataset
Level of theory: the ωB97M-V functional and the def2-TZVPD basis

ORCA input file:
```
! RIJCOSX wB97M-V def2-TZVPD def2/J DEFGRID3
* xyz -1 4
C -1.294 0.473 2.457
H -0.858 3.194 -3.437
H 0.616 2.819 -2.507
C -0.403 3.207 -2.446
C 1.898 0.903 1.520
C -2.215 -2.827 4.005
O 1.558 -0.257 1.778
H -2.151 -3.295 4.979
H -3.107 -4.533 3.048
H -1.325 -0.971 4.635
H 0.677 -4.380 0.022
H -0.733 5.083 3.823
Co 0.267 2.683 3.042
H 0.341 5.233 -2.289
O -2.431 -1.114 0.244
C 0.640 -1.478 -1.751
H -1.669 -5.335 -2.547
C -1.825 -0.909 2.577
C -0.532 -3.545 -2.213
O 1.915 1.854 2.384
H -3.221 -3.449 0.820
H -0.165 -5.605 -1.663
C -1.002 -4.915 -1.794
C 3.629 2.769 -1.285
C 3.104 2.410 -0.052
C 0.681 -3.292 -0.011
C 3.405 1.934 -2.369
H 0.469 0.030 -3.272
H -1.398 5.064 -1.955
N -0.828 2.287 1.233
H -1.531 -3.649 -4.109
I 1.055 4.259 5.624
H 1.683 -2.953 0.251
N 1.338 -0.714 -0.822
C 0.262 -2.777 -1.362
C -2.748 -3.519 2.921
O -0.777 1.021 3.479
H 2.522 0.126 -3.083
H 0.900 5.355 3.184
H -2.038 -0.200 0.286
C -0.774 2.853 0.097
S -1.379 2.117 -1.377
C -0.421 4.596 -1.839
H 0.007 -2.933 0.772
H 1.205 -0.917 0.170
C -2.357 -1.619 1.485
C 0.224 4.613 3.603
H -1.540 -4.875 -0.845
C -1.759 -1.535 3.820
C -0.530 -1.771 -3.839
H -0.849 -1.372 -4.795
C -0.915 -3.044 -3.454
C 2.358 1.254 0.122
C 0.232 -0.985 -2.992
H 4.212 3.674 -1.392
N -1.408 1.034 1.264
S -0.031 4.441 -0.075
C 2.089 0.425 -0.998
H 3.264 3.029 0.821
H 3.833 2.170 -3.337
C -2.817 -2.924 1.676
C 2.647 0.782 -2.234
*
```

Summary:
* relative energy (zero: lowest compared OMol25 entry of this formula, charge and spin): 7.2 kcal per mole
* E: -107430.6669 eV
* frontier orbital gap (spin up / spin down): 7.10 / 7.10 eV
* molecular weight: 693.5 g mol⁻¹
* lowest unoccupied orbital energy (spin up / spin down): 2.2 / 2.2 eV
* HOMO (spin up / spin down): -0.17890 / -0.17882 hartree

Atomic partial charges in e from the natural (NBO) method, atoms 1 to 8:
1. C 0.619
2. H 0.227
3. H 0.238
4. C -0.545
5. C 0.775
6. C -0.280
7. O -0.687
8. H 0.203



Q: What is the relative energy (zero: lowest compared OMol25 entry of this formula, charge and spin) in the first record?
A: 24.7 kcal per mole